Below is a structure of composition C19H14I2IrN3O7 at a distorted geometry, with properties calculated with ωB97M-V/def2-TZVPD.

Output
Frontier orbital gap (alpha / beta)   5.14 / 5.56 eV
ΔE to the lowest compared entry with this formula, charge and spin   203.6 kJ/mol
Strongest force on any atom   2.76 eV Å⁻¹
LUMO energy (alpha / beta)   -1.5 / -1.4 eV
HOMO level (alpha / beta)   -6.65 / -6.96 eV

Geometry (Å):
Ir  0.016  -0.511  1.248
O  -2.385  -1.428  6.501
C  -3.242  -1.811  5.560
O  -4.317  -2.290  5.814
C  -2.824  -1.608  4.146
C  -3.633  -1.850  3.058
N  -2.929  -1.550  1.953
N  -1.693  -1.136  2.267
C  -1.618  -1.165  3.585
C  -0.300  -0.770  4.103
O  -0.099  -0.633  5.305
O  0.578  -0.632  3.168
H  -1.529  -1.098  6.123
H  -4.649  -2.204  3.025
H  -3.152  -1.649  0.974
I  3.382  2.990  -2.066
C  3.084  2.064  -0.233
C  4.090  1.983  0.714
C  3.810  1.340  1.903
C  2.570  0.760  2.101
N  1.599  0.823  1.172
C  1.857  1.494  0.035
H  5.064  2.415  0.528
H  4.554  1.271  2.684
H  2.326  0.230  3.004
H  1.049  1.597  -0.666
C  -2.750  -0.498  -2.671
C  -1.967  -0.538  -1.395
O  -2.112  -1.341  -0.522
H  -3.801  -0.650  -2.431
H  -2.435  -1.314  -3.322
H  -2.619  0.445  -3.194
I  2.612  1.587  -7.160
C  1.743  0.999  -5.367
C  0.693  1.738  -4.838
C  0.120  1.350  -3.638
C  0.597  0.228  -2.957
C  1.654  -0.506  -3.504
C  2.222  -0.127  -4.706
C  0.095  -0.153  -1.649
O  0.706  -0.843  -0.811
O  -1.074  0.514  -1.179
H  0.332  2.619  -5.351
H  -0.683  1.936  -3.209
H  2.024  -1.372  -2.970
H  3.034  -0.704  -5.129

Mulliken atomic charge list, values in e, 2 entries: 0.659, -0.550

=====

Below is a structure of composition C19H14N8O7Ru at a distorted geometry, with properties calculated with ωB97M-V/def2-TZVPD.

Output
Frontier orbital gap (alpha / beta)   8.81 / 5.90 eV
Multiplicity   5
⟨S²⟩   6.051
Strongest force on any atom   2.61 eV Å⁻¹
Charge   +2
LUMO energy (alpha / beta)   -7.1 / -10.2 eV
HOMO level (alpha / beta)   -15.95 / -16.11 eV

Geometry (Å):
Ru  0.193  0.766  -1.132
N  4.362  0.901  -1.469
C  3.297  0.103  -1.336
N  2.216  0.870  -1.288
C  2.697  2.158  -1.404
N  4.004  2.174  -1.512
C  1.725  3.229  -1.436
C  2.008  4.602  -1.496
N  1.028  5.463  -1.605
C  -0.222  5.061  -1.637
C  -0.533  3.704  -1.526
N  0.441  2.804  -1.426
H  5.344  0.652  -1.551
H  3.300  -0.974  -1.280
H  3.023  4.975  -1.455
H  -0.992  5.811  -1.758
H  -1.556  3.342  -1.540
O  -3.851  0.034  -1.304
C  -2.669  -0.173  -1.279
O  -1.751  0.728  -1.207
C  -2.179  -1.635  -1.301
C  -3.164  -2.606  -1.312
C  -2.818  -3.951  -1.343
C  -1.492  -4.360  -1.354
C  -0.504  -3.399  -1.326
C  -0.798  -1.995  -1.337
O  0.178  -1.174  -1.393
N  0.894  -3.800  -1.240
O  1.143  -4.942  -1.483
O  1.694  -2.941  -0.921
N  -3.899  -4.971  -1.333
O  -5.015  -4.545  -1.354
O  -3.525  -6.108  -1.304
H  -4.209  -2.316  -1.282
H  -1.232  -5.412  -1.353
C  0.202  0.543  5.444
C  0.208  0.549  3.965
C  0.719  -0.519  3.220
C  0.709  -0.460  1.839
N  0.216  0.590  1.187
C  -0.291  1.617  1.872
C  -0.306  1.638  3.250
H  0.545  -0.404  5.848
H  -0.798  0.755  5.822
H  0.846  1.340  5.820
H  1.123  -1.390  3.711
H  1.113  -1.266  1.236
H  -0.703  2.440  1.298
H  -0.721  2.490  3.768

Mulliken atomic charge list, values in e, 2 entries: 1.040, 0.185

=====

Below is a structure of composition C19H15AuFN2O, with properties calculated with ωB97M-V/def2-TZVPD.

Output
Frontier orbital gap (alpha / beta)   7.52 / 6.19 eV
Multiplicity   3
⟨S²⟩   2.017
ΔE to the lowest compared entry with this formula, charge and spin   59.8 kJ/mol
Strongest force on any atom   0.62 eV Å⁻¹
Charge   +1
LUMO energy (alpha / beta)   -3.7 / -5.5 eV
HOMO level (alpha / beta)   -11.26 / -11.71 eV

Geometry (Å):
Au  0.045  1.570  -0.993
C  3.475  -1.349  -1.126
C  2.717  -0.178  -1.190
N  1.398  -0.194  -1.229
C  0.740  -1.373  -1.192
C  1.425  -2.599  -1.140
C  2.829  -2.560  -1.106
C  0.680  -3.821  -1.100
C  -0.670  -3.811  -1.083
C  -1.397  -2.578  -1.099
C  -2.799  -2.517  -1.036
C  -3.427  -1.296  -1.029
C  -2.652  -0.136  -1.089
N  -1.335  -0.174  -1.162
C  -0.694  -1.362  -1.162
H  4.554  -1.287  -1.096
H  3.194  0.793  -1.223
H  3.387  -3.487  -1.061
H  1.228  -4.754  -1.078
H  -1.232  -4.735  -1.048
H  -3.370  -3.436  -0.988
H  -4.503  -1.217  -0.976
H  -3.111  0.843  -1.084
F  -0.099  1.463  5.262
C  -0.072  1.472  3.923
C  -0.530  2.589  3.251
C  -0.495  2.591  1.862
C  -0.005  1.488  1.185
C  0.440  0.371  1.868
C  0.409  0.361  3.258
H  -0.911  3.438  3.803
H  -0.864  3.458  1.327
H  0.818  -0.505  1.356
H  0.753  -0.498  3.819
C  0.030  4.721  -1.093
O  0.018  3.466  -1.676
H  -0.999  5.106  -1.047
H  0.586  5.417  -1.729
H  0.441  4.723  -0.080

Mulliken atomic charge list, values in e, 2 entries: 0.776, -0.689

=====

Q: The highest strongest force on any atom belongs to which entry?
A: C19H14I2IrN3O7

=====

What did the first record say?
Below is a structure of composition C19H14I2IrN3O7 at a distorted geometry, with properties calculated with ωB97M-V/def2-TZVPD.

Output
Frontier orbital gap (alpha / beta)   5.14 / 5.56 eV
ΔE to the lowest compared entry with this formula, charge and spin   203.6 kJ/mol
Strongest force on any atom   2.76 eV Å⁻¹
LUMO energy (alpha / beta)   -1.5 / -1.4 eV
HOMO level (alpha / beta)   -6.65 / -6.96 eV

Geometry (Å):
Ir  0.016  -0.511  1.248
O  -2.385  -1.428  6.501
C  -3.242  -1.811  5.560
O  -4.317  -2.290  5.814
C  -2.824  -1.608  4.146
C  -3.633  -1.850  3.058
N  -2.929  -1.550  1.953
N  -1.693  -1.136  2.267
C  -1.618  -1.165  3.585
C  -0.300  -0.770  4.103
O  -0.099  -0.633  5.305
O  0.578  -0.632  3.168
H  -1.529  -1.098  6.123
H  -4.649  -2.204  3.025
H  -3.152  -1.649  0.974
I  3.382  2.990  -2.066
C  3.084  2.064  -0.233
C  4.090  1.983  0.714
C  3.810  1.340  1.903
C  2.570  0.760  2.101
N  1.599  0.823  1.172
C  1.857  1.494  0.035
H  5.064  2.415  0.528
H  4.554  1.271  2.684
H  2.326  0.230  3.004
H  1.049  1.597  -0.666
C  -2.750  -0.498  -2.671
C  -1.967  -0.538  -1.395
O  -2.112  -1.341  -0.522
H  -3.801  -0.650  -2.431
H  -2.435  -1.314  -3.322
H  -2.619  0.445  -3.194
I  2.612  1.587  -7.160
C  1.743  0.999  -5.367
C  0.693  1.738  -4.838
C  0.120  1.350  -3.638
C  0.597  0.228  -2.957
C  1.654  -0.506  -3.504
C  2.222  -0.127  -4.706
C  0.095  -0.153  -1.649
O  0.706  -0.843  -0.811
O  -1.074  0.514  -1.179
H  0.332  2.619  -5.351
H  -0.683  1.936  -3.209
H  2.024  -1.372  -2.970
H  3.034  -0.704  -5.129

Mulliken atomic charge list, values in e, 2 entries: 0.659, -0.550